No. 1
Below is a molecular structure, C13H23ClN4O2PSTl, with properties calculated with the ωB97M-V functional and the def2-TZVPD basis.

Computed properties:
Net charge = +2
E = -61237.80866 eV
LUMO energy = -6.2586 eV
Energy relative to the best compared isomer or geometry (same formula, charge and spin) = 0.000 eV
Gap between HOMO and LUMO = 8.655 eV
HOMO energy = -0.548 Ha
2S+1 = 1

XYZ file:
```
46
Properties=species:S:1:pos:R:3:forces:R:3
Tl 1.9209 0.1240 -0.2806 0.1 0.2 -0.1
C -2.0305 -2.3431 -0.3756 -0.1 0.1 0.1
P -0.4851 -2.4824 -1.2453 0.1 0.1 0.0
C -0.8472 -2.5077 -2.9814 0.0 0.1 -0.2
C 0.2491 -4.0412 -0.8032 0.1 -0.1 0.1
O 0.4491 -1.3116 -0.9058 -0.4 -0.4 0.1
H -2.6859 -3.1708 -0.6511 0.0 0.0 0.0
H -2.5181 -1.4041 -0.6431 0.0 0.0 0.0
H -1.8587 -2.3730 0.7011 0.0 0.0 0.0
H -1.5115 -3.3437 -3.2072 0.0 0.0 0.0
H 0.0763 -2.6255 -3.5500 0.0 0.0 0.0
H -1.3384 -1.5753 -3.2693 0.0 0.0 0.0
H -0.4293 -4.8566 -1.0597 0.0 0.0 0.0
H 0.4474 -4.0717 0.2690 0.0 0.0 0.0
H 1.1857 -4.1787 -1.3446 0.0 0.0 0.0
S 2.4598 0.9026 2.0524 0.1 0.1 0.7
C 1.6501 0.2293 3.4202 -0.1 0.0 0.0
N 0.3470 0.0357 3.5679 -0.1 -0.1 -0.1
C -0.0039 -0.4230 4.9242 0.1 0.1 -0.1
C 1.3803 -0.5086 5.6092 0.0 0.0 -0.1
N 2.2903 -0.0956 4.5279 0.0 0.0 0.0
H -0.3183 0.3280 2.8745 0.0 0.0 0.0
H -0.5134 -1.3817 4.8845 0.0 0.0 0.0
H -0.6518 0.3017 5.4096 0.0 0.0 0.0
H 1.6209 -1.5144 5.9430 0.0 0.0 0.0
H 1.4628 0.1720 6.4523 0.0 0.0 0.0
H 3.2920 -0.0308 4.6097 0.0 0.0 0.0
N -3.6159 2.6483 -3.2204 0.0 0.0 0.0
C -2.7053 1.8048 -2.7133 -0.1 0.0 0.0
O -2.8160 0.5899 -2.7589 0.0 0.0 0.0
C -1.4887 2.4005 -2.0391 0.0 0.0 0.0
C -1.1837 3.7430 -1.8784 -0.1 0.1 0.0
C -0.0235 4.1045 -1.2056 0.0 0.0 0.0
C 0.8046 3.1180 -0.7162 0.0 -0.2 0.0
N 0.5190 1.8145 -0.8870 -0.4 0.2 -0.1
C -0.5988 1.4721 -1.5325 0.1 0.2 0.1
H -4.4290 2.2546 -3.6671 0.0 0.0 0.0
H -3.5384 3.6473 -3.1702 0.0 0.0 0.0
H -1.8286 4.5240 -2.2619 0.0 0.0 0.0
H 0.2356 5.1435 -1.0601 0.0 0.0 0.0
H 1.7132 3.3582 -0.1794 0.0 0.0 0.0
H -0.8054 0.4227 -1.6527 0.0 0.0 0.0
Cl 4.0122 1.6465 -2.1618 0.1 0.4 -0.2
C 3.8188 0.1419 -1.3194 -0.3 -0.6 0.3
H 4.5337 0.0182 -0.5159 0.3 0.0 -0.2
H 3.7568 -0.7066 -1.9887 0.4 0.0 -0.1
```
Forces are in eV/Å.

No. 2
Below is a molecular structure, C13H23ClNTiTm at a distorted geometry, with properties calculated with the ωB97M-V functional and the def2-TZVPD basis.

Computed properties:
Net charge = -1
E = -80508.51894 eV
LUMO energy (alpha / beta) = 2.5659 / 2.5764 eV
<S²> = 3.757
Energy relative to the best compared isomer or geometry (same formula, charge and spin) = 0.028 eV
Gap between HOMO and LUMO (alpha / beta) = 6.061 / 6.584 eV
HOMO energy (alpha / beta) = -0.128 / -0.147 Ha
2S+1 = 4

XYZ file:
```
40
Properties=species:S:1:pos:R:3:forces:R:3
Ti -0.0293 -1.1085 -1.2345 0.5 0.0 0.2
Cl -0.4318 1.0357 -2.1343 0.0 1.0 0.3
C -1.8692 -1.4395 -0.5949 -1.4 -0.7 0.8
H -1.7180 -2.2770 0.1141 -0.3 -0.1 -0.2
H -2.4823 -1.7641 -1.4475 -0.1 0.1 0.2
H -2.3207 -0.6329 -0.0086 -0.2 0.0 -0.3
Tm 0.2303 0.0037 -4.3326 0.1 0.1 0.3
C -1.6041 1.1021 -5.1495 -1.1 0.0 -1.1
C 1.7831 1.6554 -4.9407 1.0 0.1 -0.5
C 0.3427 -2.1156 -3.0466 0.7 -1.1 -0.7
H 2.7497 1.6777 -4.4062 -0.1 0.0 0.1
H 2.1086 1.3924 -5.9766 -0.1 0.2 0.1
H 1.4733 2.7197 -5.0039 -0.1 -0.5 0.1
H -2.5781 0.6753 -4.8315 0.3 0.1 -0.1
H -1.6986 2.2037 -5.0029 0.3 -0.7 0.0
H -1.5833 0.9404 -6.2637 -0.1 0.2 0.4
H -0.4278 -2.9143 -3.3518 0.7 1.1 0.4
H 1.3456 -2.6506 -3.1512 -0.8 0.6 0.0
C -1.3527 0.1781 4.9424 0.5 0.0 -0.4
N -1.2430 0.2071 3.5203 -1.2 0.1 0.5
C -1.1042 1.4831 2.9002 0.0 -0.2 0.2
C -0.8901 -0.9671 2.8018 0.4 -0.3 -0.6
C 0.4380 -0.6849 2.1062 1.4 -0.4 0.5
C 1.5800 -0.6537 2.9540 -0.9 -0.4 -0.5
C 2.8054 -0.2153 2.4589 -0.2 -0.1 0.9
C 2.9166 0.1791 1.1384 0.6 -0.2 -0.8
C 1.8471 -0.0210 0.2528 0.1 0.2 1.9
C 0.5909 -0.3898 0.7412 -0.2 -1.0 -0.2
H -2.0363 1.0018 5.1832 0.1 -0.3 0.7
H -0.3636 0.3393 5.4259 -0.3 0.0 0.3
H -1.7455 -0.8062 5.2538 0.0 0.5 0.1
H -0.0468 1.8199 2.8449 -0.4 0.1 -0.1
H -1.5242 1.4096 1.8803 0.2 0.5 0.4
H -1.6767 2.1383 3.5754 0.1 0.4 -0.8
H -0.7738 -1.7387 3.5977 -0.1 0.0 -1.0
H -1.6885 -1.2216 2.0612 0.6 -0.1 0.5
H 1.4761 -1.0573 3.9794 0.2 0.5 -0.5
H 3.6598 -0.2101 3.1483 -0.2 0.2 -0.5
H 3.8829 0.5563 0.8046 -0.2 -0.1 -0.1
H 1.9586 0.1497 -0.8081 0.4 0.3 -0.5
```
Forces are in eV/Å.

> Look up the 2S+1 of the first one.

1

> E of number 1 (C13H23ClN4O2PSTl)?

-61237.80866 eV